DFT (ωB97M-V/def2-TZVPD) results for a 5-piece molecular cluster, C5H12Cl4N4O8 overall at a distorted geometry.

Its frontier orbital gap (spin up / spin down) is 2.3323 / 5.4756 eV. Its multiplicity is 2. Its charge is -1. As for the HOMO energy (spin up / spin down): -0.8 / -4.0 eV. As for the molecular weight: 397.98 g/mol.

```
33
C5H12Cl4N4O8, DFT ωB97M-V/def2-TZVPD
C -32.8903 -2.8588 11.3690
Cl -31.2270 -2.4827 11.3649
Cl -33.5872 -2.5349 13.0072
Cl -33.7862 -1.7912 10.1858
Cl -33.3414 -4.5389 10.9457
C -35.5484 -1.5921 15.6340
N -35.8202 -2.9408 16.1563
O -35.5486 -3.8862 15.4017
O -36.2101 -2.9798 17.2816
H -36.2526 -1.3842 14.8284
H -34.5406 -1.2908 15.3480
H -35.8837 -0.8384 16.3466
C -29.2481 -1.1756 8.8525
N -28.7016 0.2113 8.6761
O -29.3173 1.0962 9.2174
O -27.6711 0.3125 7.9713
H -28.4495 -1.8021 9.2497
H -29.4607 -1.3787 7.8029
H -30.1425 -1.0902 9.4696
C -35.9007 0.5577 9.9066
N -35.2135 1.1226 11.0980
O -35.7640 0.7534 12.2050
O -34.1552 1.8050 11.0221
H -36.5042 1.3925 9.5502
H -36.5280 -0.3025 10.1403
H -35.1386 0.3868 9.1463
C -27.4217 -2.6859 12.0744
N -27.4647 -1.2634 11.6614
O -28.2831 -0.4680 12.1545
O -26.6818 -0.8775 10.7870
H -28.4403 -3.0672 12.0027
H -27.0070 -2.7188 13.0819
H -26.8970 -3.2908 11.3349
```